No. 1
Entry from the Open Molecules 2025 dataset: a 11-piece molecular cluster, C30H41F6N12O overall in a non-equilibrium geometry (the ωB97M-V functional and the def2-TZVPD basis).

```
! RIJCOSX wB97M-V def2-TZVPD def2/J DEFGRID3
* xyz 1 1
O 0.6097 1.8422 2.8246
C -0.2929 1.4463 1.8098
C 0.3609 0.2052 1.0555
C 0.3535 0.3689 -0.5111
N 0.7032 1.5753 -0.9932
N 0.6871 1.8114 -2.2831
C 0.3556 0.7974 -3.0448
C -0.0381 -0.5529 -2.7117
C -0.0267 -0.7938 -1.2680
C -0.3820 -2.1773 -0.7068
C 0.7235 -3.2416 -1.0760
C 1.8750 -3.2662 -0.0512
F 2.7552 -4.2424 -0.3743
F 1.3920 -3.5942 1.1769
F 2.4878 -2.0627 0.0353
C -1.6284 1.0131 2.5370
F -2.3050 2.1875 2.7609
F -2.4434 0.2705 1.7364
F -1.4295 0.4521 3.7330
H 0.9047 1.0048 3.2262
H -0.5869 2.2637 1.1264
H 1.4196 0.0802 1.3794
H -0.2202 -0.6741 1.3872
H 0.9958 2.3603 -0.3854
H 0.3826 1.0136 -4.1327
H -0.2942 -1.3399 -3.4420
H -0.6579 -2.2032 0.3624
H -1.2904 -2.5139 -1.2658
H 1.1028 -3.0965 -2.1111
H 0.2451 -4.2485 -1.0635
C -5.0904 0.4873 3.2331
C -6.3924 0.2483 2.5785
N -7.4001 0.0627 2.0694
H -4.9556 -0.2121 4.0579
H -4.2864 0.3494 2.5150
H -5.0516 1.5048 3.6204
C 1.7977 4.9405 -5.1533
C 2.1014 3.5077 -5.3441
N 2.3378 2.3981 -5.4966
H 1.4256 5.1081 -4.1441
H 2.6992 5.5326 -5.3044
H 1.0398 5.2557 -5.8687
C -0.7022 -2.0787 -7.0438
C -1.4739 -2.3846 -5.8212
N -2.0719 -2.6248 -4.8738
H -0.6170 -2.9730 -7.6594
H -1.2070 -1.3000 -7.6136
H 0.2959 -1.7343 -6.7754
C 1.7770 5.7794 -0.8468
C 1.5430 4.6927 0.1262
N 1.3611 3.8474 0.8825
H 2.8472 5.9391 -0.9699
H 1.3428 5.5140 -1.8079
H 1.3207 6.6951 -0.4929
C -0.2223 9.9019 -0.8966
C 0.6017 8.9075 -1.6128
N 1.2410 8.1384 -2.1701
H -0.6113 9.4666 0.0232
H 0.3824 10.7736 -0.6509
H -1.0559 10.2114 -1.5252
C -3.3330 2.1530 -0.8920
C -2.7906 2.9621 -2.0027
N -2.3701 3.5868 -2.8643
H -2.5190 1.6427 -0.3790
H -3.8527 2.7959 -0.1825
H -4.0316 1.4112 -1.2774
C -8.3416 -2.3109 3.8883
C -9.1596 -2.7344 5.0436
N -9.7929 -3.0616 5.9383
H -8.2160 -3.1447 3.1988
H -8.8307 -1.4906 3.3682
H -7.3623 -1.9811 4.2302
C 2.2101 -0.0369 6.3629
C 1.9771 -0.7839 5.1102
N 1.7975 -1.3635 4.1383
H 2.7633 0.8770 6.1504
H 1.2565 0.2211 6.8215
H 2.7853 -0.6492 7.0559
C 4.3497 -5.5155 2.6541
C 4.6899 -6.9292 2.3996
N 4.9545 -8.0239 2.1990
H 3.9441 -5.4066 3.6590
H 5.2421 -4.8980 2.5615
H 3.6075 -5.1789 1.9323
C 6.8760 -9.0573 -0.5919
C 7.3866 -8.2856 -1.7435
N 7.7816 -7.6858 -2.6344
H 7.7041 -9.5302 -0.0661
H 6.3513 -8.3949 0.0946
H 6.1881 -9.8273 -0.9379
*
```

Results
Orbital gap   8.1 eV
HOMO energy   -12.67 eV

***

No. 2
Entry from the Open Molecules 2025 dataset: C30H41INbO24 as an isolated structure in a non-equilibrium geometry (the ωB97M-V functional and the def2-TZVPD basis).

```
! RIJCOSX wB97M-V def2-TZVPD def2/J DEFGRID3
* xyz -1 1
I 0.9383 -2.1032 1.9675
Nb 0.7105 -3.7358 -0.3235
C 2.6692 -3.0163 -1.2332
C 2.5813 -2.1262 -2.5141
C 3.8750 -1.6242 -3.1979
C 5.2478 -2.0428 -2.5643
C 5.3474 -2.9185 -1.2748
C 4.0492 -3.4225 -0.5796
H 1.6873 -5.0468 0.5376
H -0.8222 -4.5416 0.3018
H -0.2691 -2.3756 -1.1041
H 0.5141 -4.7975 -1.8098
H 1.5775 -1.8426 -2.9626
H 3.7988 -0.9963 -4.1475
H 6.2237 -1.6859 -3.0639
H 6.3477 -3.2299 -0.8246
H 4.1077 -4.0517 0.3626
C -2.9243 -8.1257 1.5204
C -3.8138 -7.0520 0.9681
O -2.9084 -6.2085 0.2750
C -1.8184 -6.9629 -0.0425
O -0.9418 -6.6085 -0.7694
O -1.8624 -8.1777 0.5808
H -3.4287 -9.0913 1.5896
H -2.5158 -7.8669 2.5019
H -4.5490 -7.4423 0.2571
H -4.3364 -6.4998 1.7512
C -4.3073 -0.5996 -0.2435
C -3.3629 0.0926 -1.1796
O -2.1421 0.0974 -0.4569
C -2.2023 -0.9270 0.4398
O -1.2744 -1.3098 1.0917
O -3.4571 -1.4604 0.4952
H -5.0732 -1.1705 -0.7711
H -4.7949 0.0952 0.4489
H -3.2198 -0.4592 -2.1132
H -3.6792 1.1106 -1.4147
C 6.3486 -1.4391 3.1849
C 5.4833 -1.2897 4.4006
O 4.2233 -0.9263 3.8556
C 4.1966 -1.3818 2.5685
O 3.2175 -1.3934 1.8741
O 5.4253 -1.8249 2.1783
H 7.1214 -2.1987 3.3140
H 6.8214 -0.4976 2.8888
H 5.3726 -2.2274 4.9531
H 5.8489 -0.5185 5.0810
C 5.6771 2.5119 -1.4138
C 4.7969 1.3515 -1.7579
O 4.4381 1.6093 -3.1062
C 5.4017 2.4054 -3.6329
O 5.4959 2.6751 -4.8007
O 6.2488 2.8599 -2.6705
H 6.4529 2.2488 -0.6930
H 5.1124 3.3670 -1.0312
H 5.3219 0.3938 -1.7100
H 3.9121 1.3011 -1.1224
C -6.8140 2.4740 2.3534
C -5.6901 1.9975 3.2219
O -6.3237 1.7721 4.4740
C -7.6428 1.5586 4.2221
O -8.4337 1.1744 5.0353
O -7.9505 1.8372 2.9242
H -6.6880 2.1822 1.3096
H -6.9528 3.5580 2.4045
H -5.2584 1.0560 2.8699
H -4.8949 2.7381 3.3170
C 6.5554 5.0295 -7.3306
C 5.6724 3.8687 -7.6694
O 5.3112 4.1243 -9.0220
C 6.2778 4.9219 -9.5507
O 6.3714 5.1905 -10.7153
O 7.1261 5.3750 -8.5870
H 7.3309 4.7667 -6.6101
H 5.9927 5.8870 -6.9500
H 6.2003 2.9126 -7.6188
H 4.7885 3.8187 -7.0335
C 3.0832 2.8406 3.7314
C 2.1960 1.6840 3.3871
O 1.8364 1.9430 2.0382
C 2.8048 2.7376 1.5125
O 2.9014 3.0092 0.3484
O 3.6557 3.1867 2.4785
H 3.8576 2.5729 4.4523
H 2.5233 3.6994 4.1142
H 2.7193 0.7271 3.4352
H 1.3102 1.6353 4.0221
C -11.6585 3.0096 3.4141
C -10.7764 2.4068 2.3642
O -11.3790 2.8400 1.1506
C -12.0856 3.9678 1.4352
O -12.5781 4.6830 0.6103
O -12.1591 4.1789 2.7786
H -11.1110 3.2647 4.3226
H -12.5003 2.3622 3.6769
H -9.7567 2.7882 2.4071
H -10.7497 1.3176 2.4175
*
```

Results
Orbital gap   5.2 eV
HOMO energy   -3.80 eV

***

No. 3
Entry from the Open Molecules 2025 dataset: C30H42AsIN5O5SSr as an isolated structure (the ωB97M-V functional and the def2-TZVPD basis).

```
! RIJCOSX wB97M-V def2-TZVPD def2/J DEFGRID3
* xyz -1 1
Sr -0.4458 0.0318 -0.5219
C 0.6019 2.4022 2.9105
C 1.4666 2.7911 1.7078
N 0.7836 2.5981 0.4389
C 1.6362 2.8091 -0.7159
C 2.6613 1.6901 -0.8232
C 3.8585 1.8305 -1.5083
C 4.7418 0.7597 -1.5088
C 4.4223 -0.3913 -0.8089
C 3.1950 -0.4487 -0.1625
C 2.7531 -1.6497 0.6437
N 1.6467 -1.3010 1.5267
C 2.0910 -0.5400 2.6877
C 0.9445 0.0103 3.5381
N 0.0838 1.0475 3.0082
N 2.3432 0.5654 -0.1902
H 1.1835 2.5997 3.8171
H -0.2493 3.0833 2.9318
H 1.7755 3.8419 1.8428
H 2.3778 2.1936 1.6894
H -0.0697 3.1446 0.3860
H 1.0086 2.8157 -1.6137
H 2.1724 3.7713 -0.6966
H 4.0964 2.7547 -2.0191
H 5.6841 0.8340 -2.0376
H 5.1014 -1.2331 -0.7678
H 2.4122 -2.3983 -0.0694
H 3.6229 -2.0501 1.1901
H 1.1684 -2.1423 1.8264
H 2.7375 -1.1513 3.3416
H 2.7052 0.2846 2.3264
H 0.3062 -0.8311 3.8413
H 1.3873 0.4020 4.4603
H -0.4288 0.7758 2.1797
O -0.3999 -2.1803 -3.4463
S -1.4915 -1.0920 -3.1380
O -2.4375 -1.1841 -4.2100
O -0.8137 0.2188 -3.0319
O -2.0482 -1.4256 -1.7965
C -3.1831 -3.0160 0.8795
As -1.7967 -2.0736 1.8927
C -2.8466 -1.3842 3.3851
C -1.0507 -3.6484 2.7959
H -4.0501 -3.2467 1.5000
H -2.7601 -3.9451 0.4942
H -3.4809 -2.4148 0.0220
H -3.4070 -2.1851 3.8687
H -3.5352 -0.6254 3.0153
H -2.1735 -0.9097 4.1002
H -1.8515 -4.2479 3.2295
H -0.3668 -3.3388 3.5886
H -0.5024 -4.2577 2.0761
N 1.7223 -3.1744 -3.1165
C 0.6850 -2.5799 -2.3244
O 1.0612 -1.5570 -1.6297
C -0.0601 -3.5986 -1.4395
I -0.3785 -5.5660 -2.2186
H 2.1891 -2.4134 -3.5977
H 1.3202 -3.7937 -3.8109
H -1.0509 -3.2042 -1.2449
H 0.5073 -3.7299 -0.5216
C -7.5996 1.2457 1.4594
C -6.8076 2.3803 1.5723
C -5.4425 2.3219 1.3349
C -4.8266 1.1189 0.9742
C -5.6414 -0.0125 0.8655
C -7.0055 0.0436 1.1015
C -3.3730 0.9581 0.7138
C -2.3850 1.8381 0.5119
C -2.5677 3.2777 0.4990
C -2.4980 4.0672 1.6601
C -2.5758 5.4509 1.6021
C -2.7231 6.1042 0.3859
C -2.7984 5.3401 -0.7756
C -2.7152 3.9603 -0.7248
H -8.6652 1.2981 1.6454
H -7.2574 3.3264 1.8499
H -4.8520 3.2201 1.4318
H -5.1882 -0.9535 0.5755
H -7.6067 -0.8522 1.0003
H -3.1252 -0.1065 0.6253
H -2.4331 3.5692 2.6216
H -2.5325 6.0265 2.5204
H -2.7827 7.1843 0.3420
H -2.9224 5.8285 -1.7356
H -2.7638 3.3763 -1.6371
*
```

Results
ΔE to the lowest compared entry with this formula, charge and spin   48.68 kcal per mole
Orbital gap   6.6 eV
HOMO energy   -4.31 eV

***

No. 4
Entry from the Open Molecules 2025 dataset: a 8-piece molecular cluster, C30H42Br2N6O overall in a non-equilibrium geometry (the ωB97M-V functional and the def2-TZVPD basis).

```
! RIJCOSX wB97M-V def2-TZVPD def2/J DEFGRID3
* xyz 1 2
C -1.4919 1.2288 -4.7164
C -2.3385 0.2301 -5.4732
C -1.2732 -0.6310 -6.1866
O -0.4069 0.4043 -6.6333
C -0.3344 1.5549 -5.7410
H -1.0806 0.6803 -3.8690
H -2.1936 2.0264 -4.4721
H -2.8875 0.8925 -6.1425
H -3.0175 -0.2154 -4.7462
H -1.7054 -1.1785 -7.0242
H -0.7996 -1.3655 -5.5352
H -0.6844 2.4464 -6.2613
H 0.6432 1.6420 -5.2668
Br -0.0541 -3.9941 -4.6902
C 0.3244 -4.0392 -2.7941
C 1.3996 -3.0284 -2.5343
Br 2.1166 -3.4115 -0.7444
H 0.6275 -5.0627 -2.5736
H -0.6272 -3.9160 -2.2770
H 1.0689 -1.9911 -2.5860
H 2.2418 -3.0882 -3.2237
N 1.1630 5.4689 0.3995
C 1.4018 5.1801 1.7772
C 0.1624 5.0631 2.3590
C -0.7838 5.3520 1.3225
C -0.1694 5.5115 0.1088
H 1.8825 5.5724 -0.3018
H 2.4079 5.1448 2.1681
H -0.0942 4.8441 3.3850
H -1.8515 5.4463 1.4545
H -0.4129 5.7786 -0.9089
N -3.3585 -3.9163 -1.3718
C -3.4088 -3.4100 -0.1080
C -2.9191 -2.0990 -0.1117
C -2.7735 -1.7383 -1.4430
C -3.0033 -2.8691 -2.2273
H -3.5056 -4.9029 -1.5299
H -3.5365 -4.0814 0.7282
H -2.7944 -1.3905 0.6938
H -2.5308 -0.7389 -1.7725
H -2.9894 -2.9585 -3.3035
N -0.1103 -3.4065 4.4768
C 1.1273 -3.3606 5.0630
C 2.0147 -2.9671 4.0854
C 1.2710 -2.7373 2.9334
C -0.0617 -3.0291 3.1920
H -0.9243 -3.7742 4.9482
H 1.3076 -3.6152 6.0969
H 3.0943 -2.9399 4.0788
H 1.6158 -2.4590 1.9485
H -0.9821 -2.9589 2.6315
N 2.7511 1.0123 -0.4248
C 3.7897 1.8413 -0.1064
C 4.8482 1.5273 -0.9949
C 4.3049 0.5030 -1.8658
C 2.9964 0.2967 -1.5320
H 1.8590 1.0856 0.0429
H 3.8225 2.5399 0.7166
H 5.8245 1.9820 -1.0755
H 4.7674 -0.0072 -2.6978
H 2.1782 -0.2705 -1.9506
N -0.1499 -0.2490 5.3169
C -1.1697 -0.1996 6.2663
C -1.4237 1.1095 6.5290
C -0.7687 1.9317 5.5926
C -0.0175 1.0738 4.8941
H 0.2998 -1.0127 4.8326
H -1.5172 -1.1186 6.7148
H -2.1570 1.4485 7.2457
H -0.8497 2.9956 5.4256
H 0.7519 1.1958 4.1460
N -0.2142 2.0248 0.1624
C -0.0829 1.6443 1.4418
C 0.0496 0.2426 1.5478
C 0.1561 -0.1923 0.2830
C -0.1325 0.8281 -0.5564
H -0.4521 2.9134 -0.2546
H -0.2667 2.3849 2.2061
H 0.0389 -0.3534 2.4484
H 0.2437 -1.2294 -0.0053
H -0.2456 0.8585 -1.6300
*
```

Results
Orbital gap (alpha / beta)   7.2 / 2.8 eV
HOMO energy (alpha / beta)   -10.00 / -10.00 eV

***

No. 5
Entry from the Open Molecules 2025 dataset: C30H42Cl4KN3O6SSeSi2 as an isolated structure (the ωB97M-V functional and the def2-TZVPD basis).

```
! RIJCOSX wB97M-V def2-TZVPD def2/J DEFGRID3
* xyz -2 1
K -0.2064 3.4565 -0.8822
O -4.1650 1.9937 -2.6616
Cl -2.9802 2.8107 -2.6492
O -2.9610 3.6850 -3.7860
O -2.9428 3.5979 -1.4233
O -1.7999 1.9594 -2.6615
C 1.6073 -0.0981 1.3782
Si 2.2894 -1.5359 0.3321
C 1.0152 -2.0499 -0.9504
N 0.4876 -0.9260 -1.7025
C -0.7936 -1.2020 -2.3379
C -0.6861 -2.0927 -3.5818
C 0.5203 -1.6676 -4.4413
C 0.9774 -0.2627 -4.0601
C 1.4465 -0.2676 -2.6072
C 3.9348 -1.1295 -0.4632
C 4.4315 0.1690 -0.5900
C 5.5776 0.4294 -1.3314
C 6.2569 -0.6119 -1.9436
C 5.7867 -1.9141 -1.8219
C 4.6328 -2.1656 -1.0961
C 2.5133 -2.9524 1.5559
C 1.3833 -3.5633 2.1098
C 1.5021 -4.5831 3.0429
C 2.7597 -5.0126 3.4449
C 3.8931 -4.4134 2.9152
C 3.7680 -3.3924 1.9816
H 2.4419 0.3511 1.9253
H 0.8711 -0.5127 2.0697
H 0.1846 -2.5046 -0.3990
H 1.4471 -2.8495 -1.5864
H -1.2441 -0.2455 -2.6053
H -1.4449 -1.6589 -1.5921
H -1.6172 -2.0006 -4.1492
H -0.5989 -3.1447 -3.2941
H 0.2800 -1.7278 -5.5052
H 1.3571 -2.3547 -4.2713
H 0.1659 0.4563 -4.1983
H 1.8040 0.0749 -4.6852
H 1.6538 0.7555 -2.2755
H 2.4026 -0.8015 -2.5684
H 3.9000 1.0049 -0.1520
H 5.9041 1.4542 -1.4533
H 7.1414 -0.4073 -2.5346
H 6.3086 -2.7297 -2.3088
H 4.2627 -3.1849 -1.0316
H 0.3913 -3.2294 1.8199
H 0.6120 -5.0382 3.4597
H 2.8550 -5.8081 4.1743
H 4.8773 -4.7381 3.2314
H 4.6608 -2.9298 1.5772
C -4.2453 -2.5160 -0.8147
C -4.3020 -1.0399 -1.1970
C -4.0345 -0.0846 -0.0384
S -2.2851 -0.0256 0.4240
O -1.9865 -1.2960 1.1813
C -2.4145 1.3257 1.6047
C -3.0858 0.9941 2.9344
C -2.0846 0.4732 3.9602
H -4.4357 -3.1495 -1.6841
H -4.9981 -2.7479 -0.0563
H -3.2760 -2.7793 -0.3934
H -5.2890 -0.7998 -1.6013
H -3.5980 -0.8189 -2.0018
H -4.6048 -0.3630 0.8522
H -4.2896 0.9332 -0.3370
H -2.9308 2.1152 1.0533
H -1.3924 1.6757 1.7681
H -3.8872 0.2644 2.7905
H -3.5525 1.9073 3.3100
H -1.6243 -0.4501 3.6063
H -2.5686 0.2780 4.9203
H -1.2989 1.2160 4.1199
Se -0.0696 4.1705 2.3790
C -1.8236 4.4035 3.0305
C -2.1219 4.2843 4.3968
C -3.4222 4.4250 4.8436
N -4.4731 4.6752 4.0571
C -4.1913 4.7963 2.7559
C -2.9259 4.6784 2.2082
H -1.3265 4.0722 5.1004
H -3.6379 4.3240 5.9047
H -5.0363 4.9971 2.1030
H -2.7991 4.7867 1.1379
O 1.6606 1.7136 0.0657
N 0.9251 0.9167 0.5942
Cl 3.4938 5.5966 -4.2102
Si 2.8924 4.0741 -2.7674
Cl 4.6749 4.1644 -1.4902
Cl 3.5001 2.3176 -3.9267
*
```

Results
ΔE to the lowest compared entry with this formula, charge and spin   29.58 kcal per mole
Orbital gap   6.1 eV
HOMO energy   -2.40 eV